Entry 1:
Molecular formula: C30H23MnN5O4
Method: DFT, ωB97M-V with the def2-TZVPD basis set

- E_tot (hartree) = -2882.71206
- frontier orbital gap (alpha / beta) (eV) = 5.056 / 5.110
- E_HOMO (alpha / beta) (eV) = -6.93 / -7.11
- ΔE to the lowest compared entry with this formula, charge and spin (kcal/mol) = 12.0
- 2S+1 = 6

Last column: Mulliken charge in e.
Element x y z (Å)
Mn 0.50889 0.27558 -0.33582  0.80
C -3.57557 4.21401 -1.11849  -0.40
C -3.50490 2.83407 -1.03472  -0.98
C -2.26817 2.20162 -1.07875  0.01
C -1.13088 2.97430 -1.23060  0.53
C -1.18325 4.36050 -1.32295  -0.52
C -2.41740 4.97728 -1.25683  -0.54
N 0.11330 2.25889 -1.30092  0.90
N 1.07072 2.89345 -1.78908  -0.65
C 2.30170 2.13638 -1.85667  0.18
C 3.37481 2.79251 -2.42019  -0.40
C 4.56982 2.09567 -2.54318  -0.36
C 4.62622 0.78316 -2.11012  -0.84
C 3.49139 0.21284 -1.54943  -0.22
N 2.34583 0.87898 -1.41670  0.14
H -4.53772 4.70733 -1.07132  0.39
H -4.39946 2.23550 -0.93180  0.47
H -2.22514 1.11874 -1.02393  0.31
H -0.27434 4.93548 -1.42784  0.45
H -2.48110 6.05566 -1.30896  0.38
H 3.25604 3.81443 -2.74744  0.52
H 5.43807 2.57463 -2.97437  0.41
H 5.53005 0.19769 -2.19100  0.43
H 3.50171 -0.80451 -1.17997  0.56
C 4.34446 1.40616 3.56304  -0.47
C 4.33877 0.60695 2.43106  -0.69
C 3.13955 0.24155 1.83443  -0.20
C 1.90957 0.68810 2.32556  -0.24
C 1.93296 1.48730 3.47977  0.06
C 3.12620 1.83218 4.08586  -0.61
N 0.72259 0.38350 1.65895  -0.10
C -0.38815 0.08633 2.47743  -0.28
C -1.62548 0.67421 2.22857  -0.12
C -2.74799 0.33073 2.97101  -0.65
C -2.64807 -0.58468 4.00536  -0.52
C -1.40985 -1.15849 4.28133  -0.57
C -0.29794 -0.83642 3.52553  0.04
H 5.27481 1.67904 4.04200  0.39
H 5.27214 0.23496 2.02605  0.37
H 3.14168 -0.44914 0.99752  0.39
H 0.99361 1.83389 3.89294  0.43
H 3.10781 2.44969 4.97520  0.37
H -1.70015 1.42052 1.44911  0.38
H -3.70046 0.79173 2.74201  0.41
H -3.51814 -0.84930 4.59053  0.39
H -1.31558 -1.87714 5.08572  0.37
H 0.65859 -1.29919 3.73662  0.47
O -2.75008 -0.92069 -1.36250  -0.74
C -1.73865 -1.60638 -1.36343  0.22
O -0.55788 -1.20901 -1.03500  -0.73
C -1.82236 -3.05645 -1.79901  0.08
C -3.04223 -3.55528 -2.24054  -0.25
C -3.15118 -4.87263 -2.65512  -0.57
C -2.01801 -5.66209 -2.60997  0.11
C -0.79357 -5.20392 -2.16490  -0.49
C -0.70494 -3.88215 -1.75726  -0.41
N -2.12037 -7.07278 -3.06253  1.00
O -1.12955 -7.76680 -2.95532  -0.62
O -3.21834 -7.47934 -3.38226  -0.61
H -3.89760 -2.89453 -2.24973  0.48
H -4.08408 -5.28671 -3.00557  0.48
H 0.05616 -5.86873 -2.14246  0.47
H 0.23113 -3.47917 -1.39893  0.38



Entry 2:
Molecular formula: C30H23N5ORhS4
Method: DFT, ωB97M-V with the def2-TZVPD basis set

- E_tot (hartree) = -3209.40910
- frontier orbital gap (eV) = 6.309
- charge = -1
- E_HOMO (eV) = -4.21
- ΔE to the lowest compared entry with this formula, charge and spin (kcal/mol) = 66.0

Last column: Mulliken charge in e.
Element x y z (Å)
Rh 0.11060 0.73223 0.29549  0.56
C -3.36085 -0.06951 -2.63277  -1.66
C -2.51192 0.31390 -1.45306  0.78
N -1.24106 0.15779 -1.43230  0.55
N -0.69345 -0.47673 -2.56541  -0.61
C 0.55285 -0.21854 -2.65023  0.49
S 1.48092 0.79913 -1.59471  -0.47
S 1.51816 -0.91162 -3.97135  -0.11
C 0.39213 -2.18768 -4.59776  -0.92
C 0.50193 -3.48421 -3.83896  0.37
C -0.24681 -3.69656 -2.68247  0.11
C -0.09812 -4.86827 -1.95423  -0.70
C 0.79378 -5.84711 -2.37298  -0.44
C 1.53410 -5.64788 -3.52992  -0.52
C 1.38713 -4.47348 -4.25451  -0.53
C -3.17099 0.88452 -0.26970  -0.02
C -4.32007 1.66261 -0.40912  -0.64
C -4.94108 2.22920 0.68901  -0.68
C -4.41263 1.97956 1.95603  -0.48
C -3.30069 1.17712 2.11586  -0.38
C -2.64523 0.60778 1.00625  0.72
O -1.60607 -0.17082 1.19134  -1.04
H -2.92311 -0.90880 -3.16537  0.32
H -3.41794 0.76598 -3.33508  0.33
H -4.36853 -0.31403 -2.30555  0.47
H 0.67515 -2.32352 -5.64215  0.56
H -0.61566 -1.78143 -4.54993  0.20
H -0.93337 -2.92898 -2.35156  0.44
H -0.68078 -5.01364 -1.05315  0.42
H 0.91029 -6.75940 -1.80176  0.38
H 2.23014 -6.40567 -3.86766  0.38
H 1.97477 -4.31721 -5.15266  0.36
H -4.71807 1.84776 -1.40037  0.38
H -5.81569 2.85370 0.56590  0.39
H -4.87461 2.42539 2.82961  0.38
H -2.88530 0.97091 3.09342  0.48
S 0.35393 3.00420 0.00434  -0.33
C -0.05099 3.77078 1.52965  0.62
C -0.25370 5.14211 1.60844  -1.05
C -0.56440 5.73999 2.82631  0.62
C -0.77520 7.16646 2.86905  -0.15
N -0.93952 8.30471 2.87764  -0.58
C -0.67154 4.95106 3.97662  0.51
C -0.44531 3.58101 3.89701  -0.84
C -0.11751 2.98852 2.68293  0.45
S 0.22070 1.27879 2.53963  -0.42
C -1.02251 5.53145 5.25072  -0.15
N -1.30979 5.97887 6.27046  -0.56
H -0.17362 5.75167 0.71793  0.49
H -0.52539 2.97430 4.78993  0.52
C 5.72245 -2.60577 1.72163  -1.43
C 4.43669 -1.87363 1.45600  1.34
C 3.40499 -2.45912 0.73554  -0.89
C 2.23355 -1.75125 0.53200  -0.65
N 2.03269 -0.51819 0.99954  0.13
C 3.02260 0.05322 1.68200  -0.34
C 4.22564 -0.58561 1.92946  -0.90
H 5.78910 -3.51600 1.12721  0.34
H 5.79613 -2.88467 2.77470  0.30
H 6.58413 -1.97850 1.49009  0.35
H 3.50649 -3.45382 0.31941  0.36
H 1.41965 -2.18466 -0.03777  0.60
H 2.82866 1.06104 2.02627  0.49
H 4.99216 -0.06944 2.49508  0.37



Entry 3:
Molecular formula: C30H23N6O2Zr
Method: DFT, ωB97M-V with the def2-TZVPD basis set

- E_tot (hartree) = -1682.93822
- frontier orbital gap (eV) = 6.407
- charge = +1
- E_HOMO (eV) = -10.94
- ΔE to the lowest compared entry with this formula, charge and spin (kcal/mol) = 8.7

Last column: Mulliken charge in e.
Element x y z (Å)
Zr -1.15054 -0.15941 -0.66924  0.91
O -3.80844 0.08629 4.07086  -0.62
C -3.29584 -1.14311 4.08016  0.37
C -3.53914 -1.93121 5.20946  -0.66
C -3.04374 -3.21011 5.30366  -0.35
C -2.24124 -3.73131 4.28886  -0.82
C -1.97684 -2.97321 3.17586  -0.51
C -2.51934 -1.68311 3.02546  0.31
C -2.27354 -0.95621 1.79206  1.52
O -1.43804 -1.37901 0.90606  -1.16
N -3.00244 0.15549 1.59036  -1.74
N -2.69594 0.79479 0.45916  0.99
C -3.41464 1.75059 -0.04454  -0.84
C -2.92254 2.28919 -1.29144  1.21
C -3.64484 3.22319 -2.04484  -1.13
C -3.12004 3.68649 -3.23494  -0.23
C -1.88304 3.19909 -3.65254  -1.02
C -1.24034 2.25219 -2.87444  0.21
N -1.72754 1.79389 -1.71854  0.18
H -3.67934 0.49139 3.18576  0.50
H -4.13854 -1.50011 5.99706  0.46
H -3.28704 -3.81081 6.16776  0.40
H -1.83094 -4.72451 4.38996  0.43
H -1.36084 -3.35511 2.37426  0.43
H -4.34404 2.09999 0.40376  0.41
H -4.61494 3.54479 -1.69884  0.46
H -3.66534 4.40279 -3.83014  0.45
H -1.43084 3.53999 -4.56824  0.45
H -0.28614 1.83929 -3.18934  0.39
N 9.14756 -0.09921 -0.66934  -0.45
C 8.00326 -0.12371 -0.63264  -0.12
C 6.58716 -0.13831 -0.60144  0.55
C 5.89386 0.82349 0.13566  -0.91
C 4.51556 0.82729 0.13486  -0.37
C 3.79346 -0.10491 -0.61694  -0.49
C 4.49976 -1.07201 -1.34244  -0.38
C 5.87906 -1.09391 -1.33194  -0.84
C 2.33036 -0.02671 -0.66984  1.02
C 1.62136 0.27879 0.50596  0.37
C 2.08236 0.17029 1.84946  -0.41
C 1.10126 0.70959 2.65416  -1.25
C 0.08826 1.15859 1.79266  -0.26
N 0.36736 0.89309 0.50836  -0.14
C 1.71376 -0.21151 -1.92664  0.54
C 2.33216 -0.14731 -3.20004  -0.60
C 1.37146 -0.48441 -4.13224  -1.20
C 0.20256 -0.75831 -3.41284  -0.52
N 0.38206 -0.58061 -2.09094  -0.16
H 6.43966 1.55979 0.70366  0.48
H 3.98166 1.57819 0.69686  0.60
H 3.95766 -1.82371 -1.89504  0.64
H 6.41766 -1.84561 -1.88954  0.48
H 2.99856 -0.29711 2.15686  0.68
H 1.10146 0.78259 3.72556  0.52
H -0.79124 1.73219 2.06336  0.64
H 3.34256 0.15519 -3.38894  0.66
H 1.49186 -0.53651 -5.19674  0.50
H -0.73974 -1.11051 -3.81294  0.49
C -2.89784 -1.07181 -1.77884  -1.23
H -2.69764 -2.12811 -2.01894  0.44
H -3.11204 -0.55141 -2.72634  0.36
H -3.82924 -1.05581 -1.19654  0.36



Entry 4:
Molecular formula: C30H23N8V
Method: DFT, ωB97M-V with the def2-TZVPD basis set

- E_tot (hartree) = -2537.36793
- frontier orbital gap (alpha / beta) (eV) = 3.933 / 3.942
- charge = +4
- E_HOMO (alpha / beta) (eV) = -19.21 / -19.21

Last column: Mulliken charge in e.
Element x y z (Å)
V -0.57984 -1.35215 -0.05998  -1.00
C -2.71695 2.45792 -0.26550  -0.67
C -1.75991 1.47153 -0.50985  -0.59
N -1.78250 0.32913 0.18075  0.59
C -2.74136 0.15475 1.12468  -0.22
C -3.69339 1.14300 1.31818  -0.29
N -3.68001 2.27586 0.62203  -0.43
C -2.60732 -1.08287 1.91222  0.44
C -3.42352 -1.47742 2.92278  -0.37
C -3.14120 -2.64918 3.69816  1.11
C -1.90245 -3.29572 3.43201  -0.85
C -1.09874 -2.86409 2.42371  0.53
N -1.47644 -1.81650 1.57846  0.84
C 0.24802 -3.31268 2.08132  -0.69
C 1.15040 -4.20425 2.52792  -0.67
N 2.45951 -4.30584 2.04062  -0.36
C 3.07109 -3.72410 1.08621  -0.55
C 2.54492 -2.69043 0.04424  0.35
N 0.67307 -2.55454 0.96156  0.60
C -4.03169 -3.11009 4.72321  1.07
C -3.93459 -4.42650 5.21921  -0.57
C -4.82820 -4.83676 6.19250  -0.50
N -5.75620 -4.02954 6.70424  -0.41
C -5.85081 -2.77838 6.25736  -0.50
C -5.03092 -2.27418 5.26305  -0.47
H -2.69847 3.39484 -0.81132  0.46
H -0.98756 1.60795 -1.25662  0.70
H -4.48277 1.03781 2.05321  0.50
H -4.30837 -0.89733 3.13902  0.41
H -1.55688 -4.09837 4.06794  0.66
H 0.93128 -4.89052 3.33822  0.50
H 4.12628 -3.97281 0.97068  0.46
H 3.27185 -2.43389 -0.72127  0.61
H -3.22232 -5.14067 4.83020  0.37
H -4.80064 -5.84693 6.58207  0.41
H -6.61383 -2.16030 6.71423  0.41
H -5.14872 -1.24029 4.97108  0.37
C -0.12735 -2.56256 -2.51253  -0.51
N 0.25604 -2.53462 -1.12326  0.85
C 1.14455 -3.25768 -0.28303  -0.85
C 1.86575 -1.60494 0.92146  0.50
C 2.62407 -1.02149 2.05924  -0.81
C 2.53874 0.31983 1.98088  -1.03
C 1.57770 0.63013 0.94280  -0.09
N 1.16664 -0.43909 0.31436  0.02
C -1.39025 -1.71702 -2.44361  0.56
C -2.40627 -2.13867 -1.53351  0.35
C -3.63992 -1.46878 -1.51311  -0.72
C -3.85379 -0.38718 -2.35185  -0.61
C -2.83147 0.05484 -3.19808  -0.67
C -1.59155 -0.58858 -3.22832  -1.09
H -0.31746 -3.58716 -2.85286  0.36
H 0.64910 -2.13093 -3.15063  0.49
H 1.04765 -4.34363 -0.33259  0.41
H 3.24459 -1.59106 2.73842  0.57
H 3.05563 1.05346 2.58394  0.57
H 1.18964 1.61695 0.71549  0.59
H -2.34089 -3.12305 -1.07392  0.67
H -4.44274 -1.84088 -0.88785  0.57
H -4.82230 0.09701 -2.38293  0.55
H -3.01435 0.88761 -3.86771  0.53
H -0.82621 -0.25932 -3.92201  0.53



Entry 5:
Molecular formula: C30H23NO2
Method: DFT, ωB97M-V with the def2-TZVPD basis set

- E_tot (hartree) = -1362.18050
- frontier orbital gap (eV) = 3.864
- E_HOMO (eV) = -6.57
- ΔE to the lowest compared entry with this formula, charge and spin (kcal/mol) = 0.0

Last column: Mulliken charge in e.
Element x y z (Å)
C 4.67302 1.13914 -2.38479  -1.29
C 3.48297 1.73305 -1.68006  0.04
O 2.39625 0.77613 -1.88634  -0.28
C 1.16917 1.23633 -1.53214  0.33
C 0.14065 0.27799 -1.92815  1.12
C -1.25912 0.56650 -1.94173  1.03
C -1.78300 1.77692 -1.42309  -0.23
C -3.13796 2.06732 -1.54998  -0.92
C -4.01702 1.14568 -2.13650  -0.46
C -3.52243 -0.07284 -2.61089  -0.82
C -2.16607 -0.36654 -2.52253  -0.54
C 0.63148 -0.85826 -2.56755  -0.49
N 0.99274 -1.83157 -3.12668  -0.74
O 1.01761 2.30594 -0.94316  -0.74
H 5.58348 1.66530 -2.09023  0.40
H 4.78966 0.07332 -2.16168  0.31
H 4.55477 1.25259 -3.46674  0.32
H 3.66415 1.83423 -0.59971  0.07
H 3.20744 2.71240 -2.10073  0.33
H -1.09262 2.47201 -0.95058  0.56
H -3.51509 3.02475 -1.19302  0.40
H -5.08237 1.36801 -2.22685  0.40
H -4.18340 -0.80845 -3.07110  0.39
H -1.78041 -1.30528 -2.93231  0.40
C -0.07740 -0.75381 1.18384  0.20
C 0.35685 -2.05697 0.73093  0.53
C -0.44159 -2.80817 -0.16105  0.44
C -0.09967 -4.11231 -0.50841  -1.36
C 1.04792 -4.70306 0.03747  -0.38
C 1.87098 -3.96587 0.90014  -0.95
C 1.54780 -2.64957 1.22208  -0.66
C 0.78412 0.32431 1.59830  0.17
C -0.03572 1.35305 2.18718  -0.15
C 0.54070 2.44368 2.81931  -0.39
C 1.93771 2.52846 2.85420  -0.85
C 2.74194 1.55176 2.24173  -1.11
C 2.16851 0.45843 1.59096  0.13
C -1.42359 0.92240 2.10074  -0.05
C -1.44360 -0.37674 1.47793  1.11
C -2.63535 -1.09575 1.41445  -0.04
C -3.79152 -0.53508 1.96254  -0.97
C -3.76765 0.73965 2.55259  -0.74
C -2.58006 1.47786 2.63031  -0.44
H -1.32753 -2.34305 -0.59937  0.42
H -0.72882 -4.66587 -1.20970  0.38
H 1.30359 -5.73235 -0.21813  0.38
H 2.76680 -4.42182 1.32846  0.40
H 2.18047 -2.08620 1.90787  0.60
H -0.09884 3.19934 3.27980  0.43
H 2.42146 3.36582 3.35503  0.40
H 3.82931 1.64100 2.26031  0.47
H 2.77290 -0.28989 1.08485  0.66
H -2.63824 -2.09129 0.98410  0.53
H -4.71927 -1.10711 1.93656  0.43
H -4.68629 1.14634 2.97495  0.41
H -2.53980 2.45808 3.10656  0.44



Entry 6:
Molecular formula: C30H23O
Method: DFT, ωB97M-V with the def2-TZVPD basis set

- E_tot (hartree) = -1231.92007
- frontier orbital gap (eV) = 5.856
- charge = +1
- E_HOMO (eV) = -10.64

Last column: Mulliken charge in e.
Element x y z (Å)
C -3.16304 0.54123 -0.45448  -1.25
C -2.17203 -0.41781 -0.41611  -0.69
C -1.11471 -0.03873 0.57207  0.67
C -1.73078 1.15655 1.28265  -0.18
C -2.96955 1.51135 0.61733  0.82
C -3.79291 2.61058 0.87424  -0.52
C -3.78911 3.54981 1.89280  -0.40
C -2.87420 3.65787 2.93232  -0.35
C -1.81602 2.80794 3.18474  -0.63
C -1.37281 1.63782 2.54419  0.02
H -3.99717 0.62865 -1.15448  0.47
H -2.23142 -1.37212 -0.98192  0.47
H -0.88010 -0.86282 1.33540  0.79
H -4.63849 2.75417 0.18663  0.34
H -4.63247 4.26777 1.92356  0.35
H -3.04529 4.47413 3.65954  0.34
H -1.19801 3.08057 4.03967  0.38
H -0.55133 1.11187 3.04132  0.40
C 0.97700 -5.78466 -3.70661  -0.82
O 0.55537 -5.50395 -2.33315  -0.42
C 0.47903 -4.21990 -1.87443  0.67
C 0.22775 -4.03509 -0.49782  -1.24
C 0.33703 -2.77318 0.04993  -0.52
C 0.51695 -1.63056 -0.73724  -0.14
C 0.38604 -0.28042 -0.02424  2.88
C 0.67797 0.93124 -0.90006  -0.57
C 1.55107 1.81145 -0.24415  -0.17
C 1.78008 3.09738 -0.75083  -0.39
C 1.25447 3.43061 -1.99780  -0.79
C 0.47922 2.50040 -2.71095  -1.02
C 0.21645 1.22605 -2.17384  -0.21
C 2.04378 1.17810 0.97899  0.18
C 1.49950 -0.12297 1.05394  -0.23
C 2.03337 -0.98566 2.01571  -0.38
C 2.82182 -0.45729 3.06727  -0.82
C 3.22678 0.88560 3.05848  -0.85
C 2.82282 1.70958 2.00353  -0.58
C 0.82278 -1.83655 -2.10227  -0.09
C 0.71230 -3.09976 -2.67998  -1.07
H 0.97626 -6.87739 -3.67579  0.25
H 0.27418 -5.40291 -4.46208  0.33
H 1.98796 -5.39333 -3.93818  0.36
H -0.03291 -4.88490 0.14620  0.43
H 0.17176 -2.65698 1.11274  0.47
H 2.35435 3.80993 -0.17199  0.46
H 1.44656 4.40623 -2.45786  0.38
H 0.04930 2.76991 -3.67371  0.43
H -0.41635 0.51839 -2.70648  0.61
H 1.78401 -2.04745 2.04834  0.37
H 3.09494 -1.10196 3.91268  0.42
H 3.86524 1.25714 3.86329  0.42
H 3.09150 2.76318 1.97943  0.45
H 1.05282 -1.02668 -2.78916  0.79
H 0.84825 -3.27242 -3.76140  0.37